Entry 1:
The following is a DFT calculation (wB97M-V/def2-TZVPD) of a 12-piece molecular cluster, C67H169N13O23 overall.

Each line ends with the Mulliken charge.
Positions of all 272 atoms, in Å:
C  3.311  -7.009  3.511  -0.7511
O  2.812  -7.066  2.256  0.0627
C  3.265  -8.099  1.464  -0.6739
C  2.671  -7.964  0.037  -0.9486
N  1.275  -7.702  0.000  -0.1607
C  0.311  -8.508  0.824  -0.2619
C  -1.193  -7.943  0.702  -0.7882
O  -1.471  -7.279  1.918  -0.2139
C  -2.589  -6.377  1.825  -0.9925
H  2.535  -6.560  4.130  -0.0028
H  4.195  -6.377  3.590  0.3457
H  3.626  -7.901  4.053  0.3413
H  3.022  -9.038  1.961  0.4315
H  4.355  -8.097  1.459  0.5020
H  2.871  -8.740  -0.702  0.4469
H  3.206  -7.167  -0.478  0.3113
H  1.116  -6.791  0.405  -0.0571
H  0.461  -8.440  1.901  0.1185
H  0.396  -9.580  0.643  0.4689
H  -1.873  -8.794  0.715  0.3444
H  -1.363  -7.229  -0.103  0.4104
H  -3.335  -6.882  1.210  0.5225
H  -2.377  -5.494  1.222  0.3186
H  -2.995  -6.235  2.826  0.2444
C  9.771  4.765  1.500  -0.7168
O  8.576  4.053  1.849  -0.4396
C  8.175  3.178  0.724  -0.9276
C  8.170  3.730  -0.737  -0.0132
N  7.428  2.793  -1.457  -0.1107
C  7.752  2.719  -2.905  -0.7593
C  8.911  1.723  -3.110  -0.2256
O  9.075  1.475  -4.501  -0.3294
C  10.252  0.760  -4.804  -0.7674
H  9.440  5.613  0.901  0.2188
H  10.412  4.082  0.942  0.3173
H  10.426  5.106  2.303  0.3177
H  7.226  2.805  1.109  0.2231
H  8.952  2.416  0.784  0.5612
H  9.242  3.727  -0.938  0.2012
H  7.553  4.601  -0.520  0.2285
H  7.325  1.858  -1.088  0.1181
H  7.871  3.750  -3.240  0.3507
H  6.768  2.393  -3.242  0.2621
H  8.838  0.796  -2.541  0.3764
H  9.797  2.252  -2.758  0.2466
H  11.036  1.503  -4.951  0.2918
H  9.905  0.359  -5.757  0.2516
H  10.660  0.073  -4.063  0.3281
C  -8.850  2.524  3.501  -0.7730
O  -7.801  3.248  3.971  -0.3453
C  -7.853  4.622  3.900  -0.6734
C  -7.013  5.097  2.641  -0.5258
N  -5.623  4.750  2.973  -0.4212
C  -4.772  5.022  1.803  -0.5718
C  -3.421  4.315  2.101  -0.7238
O  -3.473  2.809  2.006  -0.2970
C  -3.664  2.419  0.657  -0.4934
H  -9.801  2.899  3.880  0.3182
H  -9.017  1.501  3.839  0.2931
H  -8.883  2.503  2.412  0.2949
H  -7.537  5.156  4.795  0.3455
H  -8.915  4.859  3.830  0.4614
H  -7.182  6.166  2.518  0.3733
H  -7.337  4.536  1.765  0.3191
H  -5.449  3.759  3.058  0.3262
H  -4.545  6.088  1.794  0.3539
H  -5.157  4.662  0.849  0.3492
H  -2.870  4.543  3.013  0.3581
H  -2.731  4.618  1.314  0.4432
H  -3.190  1.443  0.557  -0.1348
H  -3.117  2.955  -0.118  0.4227
H  -4.731  2.329  0.451  0.2897
C  -0.754  0.198  2.987  -0.4043
O  0.579  -0.225  3.237  -0.3199
C  0.882  -1.631  3.076  -0.7798
C  2.231  -1.834  3.660  -1.0587
N  3.137  -1.476  2.610  0.5787
C  4.501  -1.473  3.066  -1.0821
C  5.433  -0.920  1.936  0.3913
O  5.984  -1.986  1.151  -0.5057
C  5.039  -2.777  0.452  -0.2085
H  -0.804  1.286  3.033  0.1986
H  -1.533  -0.317  3.549  0.4474
H  -1.203  0.266  1.996  -0.3020
H  0.913  -1.913  2.024  0.2636
H  0.199  -2.374  3.489  0.5350
H  2.400  -2.860  3.987  0.6247
H  2.277  -1.223  4.561  0.5227
H  2.866  -0.522  2.415  -0.1923
H  4.860  -2.485  3.254  0.4009
H  4.743  -0.891  3.955  0.5227
H  6.254  -0.358  2.381  0.3391
H  4.892  -0.258  1.259  -0.4182
H  5.618  -3.488  -0.137  0.3417
H  4.403  -2.201  -0.221  0.0037
H  4.422  -3.390  1.109  0.0544
C  3.933  1.981  -0.432  -0.6396
O  3.082  0.732  -0.351  -0.0094
C  1.744  0.748  -0.928  -0.5152
C  1.087  -0.625  -1.043  0.6609
N  1.441  -1.466  -2.236  -0.1831
C  0.864  -2.837  -2.122  -1.2721
C  1.405  -3.682  -0.897  0.3435
O  0.431  -3.724  0.120  -0.2559
C  0.779  -4.598  1.173  1.0150
H  3.590  2.691  0.321  0.3799
H  3.887  2.394  -1.440  0.2814
H  4.974  1.733  -0.225  -0.0357
H  1.945  1.185  -1.906  -0.2493
H  1.094  1.444  -0.398  0.3733
H  0.008  -0.541  -0.917  -0.2441
H  1.528  -1.137  -0.187  -0.2526
H  2.450  -1.449  -2.248  0.3521
H  0.995  -3.408  -3.040  0.4590
H  -0.222  -2.864  -2.025  0.0482
H  2.393  -3.436  -0.507  -0.0604
H  1.587  -4.712  -1.203  0.5257
H  1.640  -5.226  0.943  0.1244
H  -0.151  -5.096  1.447  -0.5543
H  1.098  -3.974  2.008  -0.4279
C  -2.690  -1.776  -0.189  0.2121
O  -3.902  -1.181  -0.761  -0.3111
C  -3.738  -0.873  -2.148  0.0140
C  -5.068  -0.259  -2.495  -1.4284
N  -5.315  -0.251  -3.904  -0.2086
C  -4.310  0.325  -4.844  -0.5954
C  -4.017  1.770  -4.608  -0.0570
O  -4.969  2.608  -5.202  -0.4453
C  -4.578  3.964  -5.225  -0.7965
H  -2.032  -2.355  -0.837  0.2797
H  -2.919  -2.511  0.583  0.1768
H  -2.243  -0.945  0.358  -0.5224
H  -3.716  -1.746  -2.801  0.3913
H  -2.872  -0.288  -2.456  0.2896
H  -5.200  0.769  -2.154  0.1314
H  -5.806  -0.968  -2.121  0.4438
H  -5.749  -1.148  -4.072  0.2969
H  -4.591  0.048  -5.860  0.3961
H  -3.439  -0.321  -4.729  0.3202
H  -3.093  2.067  -5.104  0.2818
H  -3.819  2.039  -3.570  0.1632
H  -5.193  4.618  -5.843  0.3465
H  -3.558  4.234  -5.494  0.3101
H  -4.681  4.254  -4.179  0.3307
C  -6.251  -4.081  -4.404  -0.7489
O  -7.055  -5.205  -4.273  -0.4135
C  -6.378  -6.458  -3.896  -0.5937
C  -7.170  -7.272  -2.877  -0.6649
N  -7.074  -6.822  -1.486  -0.3013
C  -7.319  -5.383  -1.290  0.0412
C  -7.682  -4.892  0.150  -0.8059
O  -6.567  -4.966  1.125  -0.4177
C  -5.485  -4.029  1.158  -0.7595
H  -5.576  -3.931  -3.562  0.2277
H  -6.709  -3.166  -4.779  0.2962
H  -5.523  -4.377  -5.160  0.4239
H  -5.357  -6.218  -3.602  0.3788
H  -6.159  -7.131  -4.725  0.4286
H  -6.684  -8.247  -2.837  0.3342
H  -8.252  -7.286  -3.008  0.3862
H  -7.622  -7.371  -0.839  0.2448
H  -8.080  -5.001  -1.970  0.2690
H  -6.491  -4.836  -1.741  -0.1178
H  -8.591  -5.446  0.384  0.4254
H  -8.139  -3.902  0.158  0.3928
H  -4.949  -4.196  2.092  0.3672
H  -5.796  -2.988  1.063  0.4138
H  -4.698  -4.251  0.438  0.1938
C  7.763  8.511  1.755  -0.7707
O  6.621  9.070  2.315  -0.3334
C  5.690  9.872  1.494  -0.2767
C  4.605  10.344  2.490  -0.9673
N  3.841  9.273  3.205  -0.2720
C  2.818  8.591  2.360  -0.4081
C  2.232  7.393  3.113  -0.4511
O  1.799  6.322  2.351  -0.2476
C  1.488  5.175  3.241  -0.8353
H  8.508  8.206  2.490  0.2879
H  8.199  9.144  0.982  0.3395
H  7.456  7.531  1.388  0.2408
H  5.391  9.203  0.687  0.3084
H  6.130  10.763  1.047  0.3794
H  4.078  11.181  2.032  0.4008
H  4.976  10.844  3.385  0.3591
H  4.263  8.641  3.870  0.2722
H  3.249  8.387  1.380  0.2431
H  2.071  9.329  2.066  0.2573
H  1.504  7.812  3.809  0.2613
H  3.000  6.910  3.717  0.2661
H  0.682  5.352  3.953  0.3783
H  2.280  4.711  3.828  0.3669
H  1.128  4.362  2.609  0.1986
C  0.562  3.014  -4.080  -0.6073
O  -0.273  4.201  -4.148  -0.3924
C  0.237  5.336  -3.306  -0.4949
C  0.000  6.730  -3.908  -0.9847
N  -1.400  7.030  -3.947  -0.1452
C  -1.782  8.192  -4.754  -0.4540
C  -3.290  8.384  -4.648  -0.4830
O  -3.762  9.640  -5.130  -0.4076
C  -3.370  10.749  -4.322  -0.6426
H  1.346  3.096  -4.832  0.4050
H  0.036  2.067  -4.205  0.3319
H  1.100  2.921  -3.136  0.1116
H  1.320  5.257  -3.212  0.4432
H  -0.086  5.308  -2.265  0.3240
H  0.509  6.732  -4.871  0.4267
H  0.586  7.361  -3.238  0.3635
H  -1.594  7.192  -2.969  0.2007
H  -1.446  7.958  -5.764  0.2523
H  -1.287  9.000  -4.215  0.4100
H  -3.665  8.186  -3.644  0.3886
H  -3.696  7.537  -5.201  0.1820
H  -3.642  10.516  -3.292  0.2806
H  -3.871  11.695  -4.528  0.2525
H  -2.312  10.835  -4.567  0.2698
C  -2.456  -1.330  -8.176  -0.8036
O  -1.377  -2.112  -8.731  -0.3291
C  -0.803  -1.484  -9.791  -0.5197
C  0.582  -2.203  -9.930  -0.8991
N  1.588  -1.664  -9.145  -0.2767
C  1.519  -1.913  -7.684  -0.2414
C  2.555  -0.911  -7.110  -0.5596
O  2.594  -0.824  -5.625  -0.1831
C  3.558  0.153  -5.080  -0.5883
H  -3.158  -1.041  -8.958  0.4390
H  -2.082  -0.353  -7.872  0.3429
H  -3.043  -1.910  -7.464  0.1914
H  -0.694  -0.401  -9.733  0.3765
H  -1.405  -1.622  -10.689  0.4546
H  0.954  -2.045  -10.942  0.3838
H  0.500  -3.275  -9.755  0.3635
H  1.628  -0.655  -9.153  0.2554
H  1.753  -2.922  -7.347  0.2410
H  0.596  -1.714  -7.140  0.1361
H  2.225  0.041  -7.528  0.2760
H  3.571  -1.179  -7.400  0.2654
H  4.489  0.211  -5.643  0.4413
H  3.387  0.228  -4.006  -0.0360
H  3.107  1.074  -5.448  0.2840
C  -0.552  -6.348  4.962  -0.3051
O  -0.641  -5.813  6.259  -0.4222
C  0.568  -5.764  6.972  0.0231
C  0.470  -6.628  8.253  -1.0993
N  -0.193  -6.120  9.414  -0.3383
C  -1.517  -6.581  9.465  -0.2920
C  -2.305  -5.685  10.490  -0.6958
O  -2.204  -4.303  10.209  -0.3080
C  -3.466  -3.577  10.405  -0.8341
H  -0.167  -5.614  4.253  -0.0272
H  -1.519  -6.659  4.567  0.0677
H  0.156  -7.174  5.034  0.4084
H  0.712  -4.697  7.138  0.3037
H  1.446  -5.933  6.350  0.0487
H  1.501  -6.865  8.516  0.4775
H  0.100  -7.606  7.943  0.3575
H  -0.231  -5.113  9.488  0.3232
H  -1.489  -7.647  9.694  0.3101
H  -1.964  -6.426  8.484  0.2400
H  -1.924  -5.766  11.508  0.3401
H  -3.305  -6.119  10.521  0.4506
H  -3.886  -3.536  11.410  0.3197
H  -4.251  -3.897  9.720  0.3295
H  -3.305  -2.510  10.256  0.2825
C  -1.017  0.528  6.738  0.3601
O  -1.406  0.679  7.860  -0.7076
N  -1.089  1.493  5.891  -0.2067
N  -0.410  -0.470  6.183  -0.2423
H  -0.502  1.620  5.078  0.2345
H  -1.640  2.241  6.286  0.1924
H  -0.174  -1.234  6.800  0.1255
H  -0.055  -0.478  5.237  0.3926

Summary:
ΔE to the lowest compared entry with this formula, charge and spin = 218.37 kcal per mole
Multiplicity = 1

Entry 2:
The following is a DFT calculation (wB97M-V/def2-TZVPD) of C67H57Br21F10 as an isolated structure.

Each line ends with the Mulliken charge.
Positions of all 155 atoms, in Å:
F  -19.612  0.516  -6.374  -0.3055
C  -19.718  -0.285  -5.360  0.5040
C  -20.660  -1.269  -5.499  -0.2973
C  -20.759  -2.234  -4.525  0.0522
C  -19.925  -2.198  -3.358  -0.4799
C  -19.097  -1.078  -3.213  -0.5670
C  -19.016  -0.110  -4.175  -0.8189
H  -21.317  -1.288  -6.390  0.1008
H  -21.495  -3.016  -4.660  0.5493
H  -19.907  -2.905  -2.559  0.3742
H  -18.487  -1.096  -2.357  0.4368
H  -18.276  0.658  -4.173  0.4662
F  -28.370  0.987  -1.339  -0.3334
C  -27.971  0.362  -2.481  0.7168
C  -28.107  1.057  -3.679  -1.0375
C  -28.086  0.330  -4.847  -0.0529
C  -27.768  -1.007  -4.900  -0.4193
C  -27.404  -1.644  -3.699  0.5609
C  -27.546  -0.936  -2.454  -0.8733
H  -28.391  2.093  -3.646  0.4842
H  -28.409  0.876  -5.751  0.3387
H  -27.780  -1.522  -5.907  0.2005
H  -27.251  -2.739  -3.687  0.2403
H  -27.417  -1.475  -1.500  0.2101
F  -33.778  -8.258  -2.620  -0.3353
C  -33.327  -6.999  -2.697  0.2733
C  -33.946  -5.985  -2.017  -0.6240
C  -33.306  -4.802  -1.863  -0.1796
C  -32.172  -4.485  -2.585  -0.7470
C  -31.656  -5.433  -3.447  -0.2548
C  -32.236  -6.725  -3.513  -0.1289
H  -34.811  -6.170  -1.391  0.3685
H  -33.758  -4.107  -1.138  0.3522
H  -31.879  -3.457  -2.495  0.5055
H  -30.817  -5.152  -4.088  0.3105
H  -31.725  -7.453  -4.147  0.4826
F  -22.033  -4.930  -2.247  -0.0345
C  -21.112  -5.940  -2.221  0.7218
C  -21.379  -6.996  -1.366  0.6743
C  -20.590  -8.129  -1.489  -0.7521
C  -19.445  -8.164  -2.331  -1.0059
C  -19.193  -6.994  -3.089  -0.7077
C  -20.045  -5.874  -3.061  -0.6366
H  -22.194  -6.911  -0.606  0.3705
H  -20.727  -9.054  -0.863  0.4482
H  -18.822  -9.003  -2.636  0.3872
H  -18.432  -7.062  -3.790  0.4713
H  -19.905  -4.932  -3.605  0.0755
F  -28.711  -12.703  -3.494  -0.3377
C  -27.486  -13.276  -3.283  0.4920
C  -26.908  -13.223  -2.024  -0.8055
C  -25.617  -13.775  -1.881  -0.3160
C  -24.967  -14.362  -2.938  -0.8759
C  -25.667  -14.543  -4.144  -0.3831
C  -26.938  -13.976  -4.331  -0.2236
H  -27.430  -12.770  -1.229  0.7737
H  -25.221  -13.800  -0.871  0.4272
H  -23.996  -14.825  -2.776  0.3906
H  -25.263  -15.049  -5.033  0.5105
H  -27.243  -14.002  -5.360  0.3407
F  -19.948  -7.119  -9.728  -0.3851
C  -20.464  -7.358  -8.427  0.2804
C  -20.262  -8.564  -7.868  -0.5363
C  -20.701  -8.860  -6.614  -0.8760
C  -21.247  -7.782  -5.852  0.3823
C  -21.384  -6.531  -6.426  0.2063
C  -21.071  -6.334  -7.775  -0.6475
H  -19.752  -9.351  -8.450  0.3848
H  -20.508  -9.857  -6.211  0.3910
H  -21.590  -8.047  -4.845  -0.1248
H  -21.844  -5.783  -5.744  0.1899
H  -21.249  -5.466  -8.360  0.6498
F  -29.649  -9.791  -2.931  -0.1622
C  -29.365  -9.751  -1.634  -0.1172
C  -30.450  -9.472  -0.738  -0.8622
C  -30.098  -9.351  0.596  -0.3062
C  -28.790  -9.620  1.039  -0.7753
C  -27.790  -9.999  0.153  -0.1806
C  -28.107  -10.079  -1.205  -0.3583
H  -31.485  -9.341  -1.089  0.4611
H  -30.884  -9.042  1.286  0.3600
H  -28.472  -9.457  2.073  0.4342
H  -26.750  -10.182  0.490  0.2933
H  -27.361  -10.396  -1.906  1.1679
F  -24.932  -7.130  -0.043  -0.0014
C  -24.609  -8.287  0.533  0.9523
C  -24.844  -8.603  1.850  -1.1381
C  -24.527  -9.886  2.280  -0.5883
C  -24.149  -10.923  1.390  -0.6834
C  -23.983  -10.568  0.070  -0.4539
C  -24.261  -9.270  -0.360  0.3758
H  -25.219  -7.805  2.423  0.6302
H  -24.852  -10.199  3.281  0.3579
H  -23.972  -11.941  1.825  0.3340
H  -23.598  -11.312  -0.669  0.2466
H  -24.299  -9.056  -1.433  -0.0627
F  -21.222  -2.792  -0.065  -0.3926
C  -21.567  -3.867  0.660  0.5791
C  -20.613  -4.657  1.192  -0.9285
C  -21.092  -5.822  1.798  -0.1153
C  -22.404  -6.079  2.055  -0.8524
C  -23.352  -5.189  1.562  -0.0883
C  -22.936  -4.055  0.846  -0.3815
H  -19.554  -4.533  1.102  0.4697
H  -20.429  -6.532  2.221  0.4437
H  -22.669  -7.033  2.544  0.3592
H  -24.389  -5.301  1.777  0.5024
H  -23.677  -3.252  0.526  0.3853
F  -26.096  -1.447  -10.417  -0.3638
C  -25.363  -2.132  -9.485  0.5102
C  -24.236  -1.539  -9.036  -0.6625
C  -23.511  -2.319  -8.111  -0.6818
C  -23.912  -3.545  -7.605  -0.0164
C  -25.079  -4.062  -8.129  -0.5608
C  -25.800  -3.377  -9.121  -0.9283
H  -24.024  -0.575  -9.483  0.5010
H  -22.556  -1.887  -7.881  0.3025
H  -23.326  -4.089  -6.842  0.8946
H  -25.385  -5.050  -7.794  0.4995
H  -26.755  -3.773  -9.393  0.5315
C  -23.348  -11.169  -4.713  0.3972
Br  -23.214  -12.940  -5.660  -0.0909
Br  -21.942  -10.661  -3.422  0.0823
Br  -25.059  -10.815  -3.959  0.1431
H  -23.302  -10.487  -5.505  -0.4719
C  -29.603  -10.699  -5.901  -0.0224
Br  -27.735  -9.965  -5.970  0.0967
Br  -29.714  -12.300  -6.896  -0.0555
Br  -30.914  -9.495  -6.496  -0.0333
H  -29.775  -10.988  -4.892  -0.0426
C  -24.650  -9.091  -9.547  -0.4744
Br  -22.912  -9.668  -10.229  -0.0586
Br  -24.460  -8.631  -7.623  0.1167
Br  -26.158  -10.346  -9.867  -0.0680
H  -24.951  -8.177  -10.041  0.4333
C  -29.838  -4.724  -7.468  -0.3587
Br  -28.488  -5.367  -6.158  0.1429
Br  -29.698  -2.833  -7.790  -0.0434
Br  -31.626  -5.350  -7.091  -0.0825
H  -29.540  -5.175  -8.421  0.3347
C  -25.161  -5.963  -3.284  0.6754
Br  -24.055  -7.328  -4.091  0.2825
Br  -26.985  -6.353  -3.243  0.2621
Br  -24.760  -4.270  -4.055  0.3017
H  -24.870  -5.961  -2.274  -1.2571
C  -24.226  -0.206  -3.395  -0.0092
Br  -23.794  -1.557  -2.113  0.1504
Br  -24.344  -0.922  -5.274  0.0789
Br  -23.060  1.365  -3.194  -0.0497
H  -25.204  0.111  -3.183  -0.1910
C  -27.750  -5.662  0.359  0.9185
Br  -29.420  -5.925  -0.483  0.0290
Br  -27.840  -5.509  2.297  -0.1124
Br  -26.707  -4.235  -0.460  0.1135
H  -27.306  -6.614  0.316  -1.0603

Summary:
ΔE to the lowest compared entry with this formula, charge and spin = 2.63 kcal per mole
Multiplicity = 1

Quick rundown of lowest unoccupied orbital energy, same order as above: 0.006; -0.022 hartree